{
  "formula": "CH5NO3",
  "method": "wB97M-V/def2-TZVPD",
  "elements": ["C", "N", "O", "O", "O", "H", "H", "H", "H", "H"],
  "positions_angstrom": [[-0.332, 0.302, 0.465], [-1.469, -0.154, -0.081], [-0.022, -0.350, 1.588], [0.268, 1.341, 0.112], [1.364, -0.262, -1.468], [0.700, 0.165, 1.992], [1.193, 0.693, -0.969], [1.815, -0.848, -0.845], [-1.704, 0.168, -1.008], [-1.812, -1.056, 0.214]],
  "lowdin_charge": [-0.6536, 0.2034, 0.1227, -0.0008, -0.1563, 0.1421, 0.0737, 0.0173, 0.1301, 0.1213],
  "e_homo_ev": -10.39,
  "e_above_lowest_kj_mol": 67.94,
  "max_force_ha_per_bohr": 0.07353
}